Entry from the OMol25 dataset: a structure of composition C36H35F5MoN3P2SSe (ωB97M-V/def2-TZVPD).

Cartesian coordinates (Å):
H 1.75125 -0.54616 -4.47997
C 2.57716 3.50085 1.13950
F 5.77582 2.53896 2.50727
H -0.12136 -6.88874 1.73533
H -3.21053 1.98612 0.44309
Se 0.16699 2.11132 0.35711
H -1.71814 0.37675 2.93851
N 3.09463 0.51682 -2.28105
C -5.67665 -0.78719 1.55188
C -3.90121 1.20863 0.75369
C 2.14475 1.16597 -3.20701
H 5.69894 -1.18423 0.01149
H -6.82603 0.81043 2.39938
H 5.97395 -2.25990 -2.22455
H 7.01532 -0.84391 -2.08264
H 2.14804 -6.63877 2.67239
C -3.38222 -0.67468 -4.91101
H 3.09662 -4.39050 3.05777
C -5.92906 0.54679 1.85491
H 2.47259 2.20050 -3.29670
F 4.56219 0.09899 2.32911
C 0.29163 -5.90200 1.89525
C -3.57722 -2.66202 4.46095
C 4.54805 2.45248 2.05068
C 0.08105 -3.51027 1.78796
H -3.66733 -0.72981 -5.95315
H -2.48976 -3.87268 3.07764
H -0.76662 0.22540 -2.96117
F 1.95083 4.59356 0.74479
C -1.48490 -3.15288 -1.02283
S 1.27444 -1.34182 -1.57133
H -4.66972 -1.21163 -1.82852
C -1.74745 -0.14696 -3.23420
H -5.25508 2.57935 1.68772
C 3.93244 1.20894 1.96238
H -4.08913 -3.50556 4.90349
H 3.08600 0.47579 -5.03263
C -2.65900 -0.52499 -2.24273
H 1.42704 1.02698 -5.22364
C 2.10222 0.48357 -4.56378
C -2.68115 -2.86762 3.42781
C 1.57096 -5.75894 2.42118
C -0.46161 -4.78333 1.58443
C -2.02652 -1.76806 2.86128
C -3.79899 -1.37550 4.94311
P -0.84809 -2.00527 1.55914
F 4.46106 4.76645 1.72171
C 5.97913 -1.17485 -2.13398
C 1.36893 -3.36747 2.31256
C -4.53633 -1.13391 0.84898
H -1.46153 -2.79755 -2.05110
N -1.43850 -1.99187 -0.10267
C -5.04759 1.54374 1.45590
C 5.25038 -0.73560 -0.87232
H -4.48713 -1.22337 5.76418
C -3.12671 -0.28843 4.39743
N 3.83067 -1.14027 -0.86070
H -5.28504 -1.37452 -4.20368
C -4.29431 -1.04008 -3.92795
H -2.40891 -3.70903 -0.86316
C -3.94401 -0.95923 -2.59168
C 1.94665 2.26704 1.04512
H 3.58205 -1.98508 -0.36763
C 2.87321 -0.55475 -1.55227
H -0.62382 -3.79152 -0.84164
H 1.78226 -2.38386 2.50145
H -3.28761 0.70516 4.79325
C 2.65103 1.16159 1.46543
Mo 0.08931 -0.30197 0.15086
H -1.42056 0.08671 -5.33673
P -2.21008 -0.47248 -0.52780
C -2.11415 -0.22014 -4.56557
H -1.45960 -4.91162 1.18276
F 2.01826 -0.06607 1.39736
H 1.16766 1.17885 -2.72836
C -3.64777 -0.13072 0.45705
H 4.05570 0.82835 -2.35176
H 5.53988 -0.75611 -3.04066
H 5.29795 0.34816 -0.72575
H -4.34194 -2.17395 0.61522
C -2.23782 -0.47886 3.35389
H -6.37354 -1.55504 1.85996
C 2.10763 -4.49622 2.63273
C 3.86989 3.59771 1.64163

Computed properties:
Strongest force on any atom ... 0.53 eV/A
Highest occupied orbital energy (spin up / spin down) ... -16.74 / -16.74 eV
Multiplicity ... 1
E ... -152547.988 eV
E_LUMO (spin up / spin down) ... -10.086 / -10.192 eV
Energy relative to the best compared isomer or geometry (same formula, charge and spin) ... 0.000 eV
Total charge ... +3

Entry from the OMol25 dataset: the molecule C22H29N3O2 (ωB97M-V/def2-TZVPD).

Cartesian coordinates (Å):
C -0.80484 -1.04728 -2.11693
C -2.25924 1.31071 2.38000
N 1.20781 -1.82354 -1.54238
C 0.48805 -0.66819 -1.75249
C -0.16731 1.59935 -3.53700
H -0.27353 3.98836 0.33962
H -3.02773 1.97697 4.28944
H -2.74413 2.09336 1.79303
H -1.34808 0.21706 4.73419
C -0.88420 3.89025 -2.17958
H 0.57371 -0.45091 3.84422
O 1.98417 0.93349 -0.88008
H 3.13059 -1.03670 -1.38267
H -0.10260 -1.48671 1.04378
H -1.64014 0.15410 0.64368
C 2.15901 -0.99091 2.50768
H -3.35172 -1.64680 3.37336
H -3.25197 -0.22892 1.26442
H -1.61505 -0.37724 -2.32697
H -2.91857 -0.29996 5.35393
H -0.11101 2.23533 0.52136
C -0.30101 -1.44055 2.11958
C 2.58024 -1.94067 -1.12032
C 0.40740 -2.88128 -1.76571
N 2.44665 -1.02354 1.09383
N -1.69841 -1.13200 2.26494
H 0.62955 0.50718 2.35494
C 0.18125 1.74430 -2.19637
C -0.85110 -2.43770 -2.11611
C -3.01793 1.06954 3.68139
H 1.27870 3.19425 0.03216
H 2.28685 -2.00833 2.88508
C -0.86502 2.59416 -4.19512
H -1.79943 -2.13961 4.06962
C 0.73310 -0.49881 2.76674
H -1.12403 2.47381 -5.23625
H -4.05330 0.80424 3.45356
H 3.03036 -2.81147 -1.60261
H 2.35325 -0.15546 0.56874
C -2.35863 -0.07556 4.44416
C -2.31678 -1.32702 3.55616
H 2.87754 -0.33192 3.00643
H -1.78105 4.52119 -4.01484
H -1.24666 1.64241 2.61621
O 2.68089 -3.27139 0.89331
H 0.77649 -3.88258 -1.65847
C -1.22984 3.74103 -3.51095
C -0.16813 2.91057 -1.50544
H -1.17058 4.78853 -1.65144
H -0.14631 -2.44724 2.52069
H -1.69848 -3.05310 -2.34172
C -2.22168 0.01383 1.55843
C 0.98177 0.67209 -1.54546
C 2.59189 -2.16365 0.40837
C 0.19871 3.09732 -0.06653
H 0.13028 0.70677 -4.06761

Computed properties:
Strongest force on any atom ... 0.79 eV/A
Highest occupied orbital energy ... -7.79 eV
Multiplicity ... 1
E ... -31850.855 eV
E_LUMO ... 0.006 eV
Energy relative to the best compared isomer or geometry (same formula, charge and spin) ... 1.400 eV

Entry from the OMol25 dataset: a cluster of 2 separate species, CH3ClN4O2 in total (ωB97M-V/def2-TZVPD).

Cartesian coordinates (Å):
O 1.52366 -1.07787 -0.03252
N 1.55688 0.07818 0.65504
C -0.88725 0.67351 -0.97627
N -0.41519 1.64534 -1.58097
H -1.98934 -0.46822 0.14058
N 0.39323 0.49061 0.87396
O 2.60340 0.52827 0.90986
Cl 1.14574 2.18530 -1.46242
H 0.60435 -1.46047 -0.19584
H 0.32162 1.31250 1.32085
N -1.57728 -0.25699 -0.74503

Computed properties:
Strongest force on any atom ... 4.42 eV/A
Highest occupied orbital energy ... -9.72 eV
Multiplicity ... 1
E ... -23656.883 eV
E_LUMO ... 0.103 eV
Energy relative to the best compared isomer or geometry (same formula, charge and spin) ... 2.213 eV

Entry from the OMol25 dataset: a structure of composition C25H40BrClFNNbO10S (ωB97M-V/def2-TZVPD).

Cartesian coordinates (Å):
Br 0.98637 0.26647 1.11987
O 3.51546 -5.56057 5.35895
H 0.27729 10.88380 -1.03737
O 2.93859 8.45452 -0.08386
C 1.22434 10.37395 -0.85668
C 2.57670 5.91699 -0.73324
O -5.07961 -2.12434 -5.74489
N -1.08173 -4.00462 0.45734
H -2.32886 -2.57118 2.64017
H -4.82984 -0.36028 -7.73212
H -2.79178 -1.59294 -0.51061
C 2.28925 10.95356 -1.76725
H 1.47310 10.51807 0.19735
C -1.77250 0.33749 -0.85603
C -4.60479 0.04830 -6.74368
Cl 0.70367 -1.25016 4.34360
H -2.20969 -4.07018 -4.09691
C -5.35052 -0.71937 -5.66982
H -2.53359 -5.43423 -5.17519
C -0.73848 -4.78865 1.36182
O -1.79907 -1.45867 4.93068
C -1.37929 2.34583 -2.40652
H 3.46618 6.06144 -1.34805
H -2.73262 5.28132 -1.04280
C 5.80834 -7.59776 6.97858
Nb -0.24893 -2.01781 0.82251
H 0.86101 -2.83663 2.00534
H 2.14832 4.94280 -0.96335
H -3.52581 -0.02358 -6.60697
H 2.39455 12.02757 -1.60123
O 3.38200 -6.62708 7.35462
C 2.37599 -3.57256 -0.20611
O 1.59725 6.90833 -1.05294
C -3.87770 -2.50364 -5.29004
H -0.99749 0.25041 -2.99678
C 2.31598 -3.82846 6.59160
H -2.20930 5.04238 -2.73454
H 2.83351 5.94251 0.32543
H 3.06425 -3.09500 6.28160
H -5.12212 -0.33983 -4.67118
F 0.67707 -3.19704 -1.89536
O 0.99735 8.98726 -1.13140
H 1.35100 -3.32899 6.69167
C 1.31877 -2.52772 -0.79859
H -6.42445 -0.60320 -5.82160
H 6.72420 -8.00271 6.55031
C -1.89208 4.86146 -1.66686
H 5.17323 -8.42745 7.28982
H -2.55731 3.46301 0.68859
H 6.06954 -6.97299 7.83427
H -0.94391 5.39960 -1.42260
H 1.90226 -4.55959 4.62242
H 3.25808 10.48480 -1.59480
H -2.56031 0.96456 1.14675
H 3.33046 -3.07511 0.11352
H 2.03222 10.77998 -2.81490
S -0.44042 -5.89838 2.52612
O -3.77038 -3.82934 -5.46151
C -1.83010 3.32304 -1.40025
H -1.45218 -1.63579 -1.70238
H 2.64831 -4.31884 -1.01161
C -1.34432 0.90426 -2.15567
H -2.40884 -0.80236 2.36854
H 1.97078 -4.16345 0.65028
H 1.89378 -1.60810 -1.10361
H -1.73884 -3.99354 -5.82507
O -3.03368 -1.77784 -4.83141
H -1.08382 2.75939 -3.40003
H 1.50185 -5.71332 5.88511
O 5.17351 -6.80871 5.97574
C -1.74397 -1.20484 -0.69505
C -1.68452 -1.64432 2.55923
C 3.95682 -6.36190 6.32852
H 2.61600 -4.19260 7.57515
C 1.94162 8.14718 -0.68682
C -2.23528 2.74764 -0.10409
C -2.21660 1.30036 0.14499
H -4.88227 1.10404 -6.72473
C -1.05578 -1.45124 3.98636
C -2.48642 -4.34815 -5.11397
C 2.23017 -4.95724 5.58358

Computed properties:
Strongest force on any atom ... 4.07 eV/A
Highest occupied orbital energy ... -5.11 eV
Multiplicity ... 1
E ... -146205.727 eV
E_LUMO ... 1.343 eV
Total charge ... -1

Entry from the OMol25 dataset: a cluster of 10 separate species, C65H46FNO38 in total (ωB97M-V/def2-TZVPD).

Cartesian coordinates (Å):
C 5.98014 5.92632 0.79672
C -3.43114 -2.13523 1.25047
C -12.13673 -4.24411 -1.32369
C 3.65345 0.70949 6.96890
C -6.39648 -1.68194 -2.30584
C 2.55049 0.94746 4.28728
H -4.64853 -5.39944 1.09641
O -11.82281 -5.39218 -1.91313
H 0.89731 -3.36375 -3.65730
H 2.16868 -1.98731 6.52945
O -4.29740 -0.88869 -2.96491
H 2.57589 1.91754 -0.22582
O 1.73535 -1.23085 4.69377
C -0.52823 -1.80318 -4.16716
H 12.29786 1.98069 -4.12150
C 5.06392 4.90850 10.12075
O 10.44863 1.01886 -2.50354
C -0.17933 -1.10685 -2.87333
H -12.18650 -3.58595 -7.78198
C -4.38610 -4.23661 2.92073
N 2.46368 1.05762 0.30220
O 2.82958 -5.13261 -4.66055
C 5.60672 5.04551 1.73841
H -1.68089 0.62233 -0.33868
C 1.43312 -2.57403 -5.60548
O 2.69889 -1.42812 7.12939
C -11.07972 -3.17794 -1.40554
H 7.66749 -5.02309 -2.28624
O 12.95975 5.57322 -1.57273
H 4.05164 3.63270 4.72720
H -13.72284 -0.63957 0.75897
O 3.43962 -7.62324 -5.22793
O 6.22979 3.63204 3.50865
O 7.79383 7.06654 -0.19163
C 6.13251 7.08311 10.69088
C 1.05207 0.87816 0.63615
H -4.39859 -3.64350 5.10998
O 13.61507 4.25674 -3.74985
C 8.38594 5.60860 1.52534
C 5.52213 -7.39923 -4.17234
C 7.02548 6.90247 9.55956
O -3.77681 -3.56445 -0.62313
H -10.93213 -2.85333 -4.50456
H -10.61977 1.51833 -4.62596
C -11.18591 0.34280 -5.94095
O 4.35539 6.24068 11.97051
C -11.34213 -1.88565 -0.80897
C -6.77118 0.89009 -1.16270
H -10.92556 -5.27474 -2.27891
H 5.83054 -8.41276 -4.38541
C -5.33895 -0.61339 -2.39235
H 9.61602 6.60671 0.56341
H -3.18517 -0.96029 3.06625
O 6.90114 -4.43493 -2.43123
H -11.86636 0.78881 -7.90508
O 4.20783 4.10811 10.44996
C 1.14698 -1.02752 -2.45040
H 8.25958 6.39460 7.72904
H -2.22818 -0.55200 -2.43021
O 3.49294 3.09001 4.13363
C 2.35237 -0.25552 5.07818
O -10.45323 -0.35340 -3.83696
C 3.86885 1.90148 6.16781
O -4.05104 -2.78908 4.78841
H -4.84917 1.44653 -1.88116
C 4.82981 -4.65246 -3.50621
O -12.29240 -1.72320 -8.59401
C -12.50900 -1.67115 -0.18570
H 11.07002 4.63794 0.01407
O -3.03340 -1.30947 0.44829
O -7.09334 2.04146 -0.59024
H 4.08075 0.68382 7.96138
C -11.13996 -2.10344 -5.25545
C 8.02636 4.73486 2.47127
H 1.60581 -3.41342 -6.26487
C -3.87705 -3.45898 0.69544
C 7.37852 6.27189 0.63269
O 9.74224 2.37407 -0.36300
C 3.26043 1.95764 4.79743
H -3.40172 -2.71680 -0.93798
C -13.56184 -2.74223 -0.07993
C -1.19578 -0.51571 -2.11566
O -4.76577 -5.07613 3.71452
H 1.94904 -1.46977 -3.01994
C -11.60902 -2.40996 -6.47265
H 4.51657 -3.64274 -3.28033
C -11.88440 -1.35327 -7.50970
C 12.06484 2.56952 -3.24582
O 3.72461 -0.66402 -0.67145
C 1.41846 -0.34705 -1.27804
H 8.74396 4.25456 3.12114
O -8.83702 0.07286 -0.44114
H 13.88596 5.09009 -3.31853
C -5.60915 0.68247 -1.79680
C 4.33581 -6.91119 -4.55708
C 0.41109 0.23397 -0.53661
H -0.50384 -1.04408 -4.94694
H 6.24635 7.97731 11.28699
H -14.06931 -4.79070 -0.62873
O -10.94945 1.58567 -5.54266
H 5.81585 3.85079 8.37294
O 4.33585 4.70900 1.90190
H -7.98124 1.91381 -0.20371
C 11.04544 2.06658 -2.34146
H 5.26723 6.39897 0.13608
O -11.86365 -3.65077 -6.86231
C 3.92038 -5.49631 -4.25600
H 2.11289 0.98698 3.29922
C -11.65177 0.03696 -7.15911
C 5.20852 6.15119 10.95847
H 1.08980 -1.74340 -6.21252
C 6.86430 5.67179 8.70899
O -12.83070 -0.51683 0.38171
F -1.83867 -2.25342 -4.11235
O 7.90026 7.69103 9.25229
C 12.67698 3.72997 -2.97430
C 2.94142 -0.30663 6.46334
O -10.03920 -3.45231 -1.98421
C 6.01701 -5.14016 -3.11764
O 9.64850 5.95958 1.29590
H 4.23051 4.03869 2.60801
C 0.40505 -2.94993 -4.52721
C -13.30128 -4.03357 -0.69742
O 0.60718 1.14422 1.70019
O 4.51045 2.86685 6.54077
O -6.09591 -2.82483 -2.90724
C -10.88955 -0.71597 -4.91372
C -7.55674 -1.47380 -1.66804
C 2.71397 -0.05644 -0.59309
O -14.58632 -2.47167 0.51703
O 7.70402 5.59306 7.68378
H 2.37423 -2.29935 -5.14005
C 6.62126 4.40032 2.65399
C -0.91187 0.15636 -0.92819
H -8.33267 -2.22487 -1.59325
H -10.57114 -1.13158 -0.89545
C 12.34384 4.53844 -1.74892
C 5.94248 4.73793 8.97851
C -3.95133 -2.90351 3.47280
C 10.69692 2.88733 -1.12894
C -3.50064 -1.91982 2.68130
H 3.80691 5.43335 11.93114
H -0.23400 -3.71806 -4.94960
O 7.54415 -6.90255 -3.06335
C -4.32708 -4.44340 1.48429
H -5.20588 -2.71470 -3.29208
H 9.47544 1.53499 -0.78589
C -7.81267 -0.18906 -1.04932
C 6.44348 -6.54879 -3.43950
C 11.31187 4.04550 -0.85572
H 2.67930 -7.02972 -5.37856

Computed properties:
Strongest force on any atom ... 1.19 eV/A
Highest occupied orbital energy ... -9.51 eV
Multiplicity ... 1
E ... -150159.621 eV
E_LUMO ... -1.673 eV
Energy relative to the best compared isomer or geometry (same formula, charge and spin) ... 0.429 eV

Entry from the OMol25 dataset: a structure of composition C18H31CuN3NbO4S (ωB97M-V/def2-TZVPD).

Cartesian coordinates (Å):
O -3.24295 -1.31744 0.42774
C -2.88458 -3.54643 2.40042
C 2.94609 2.47810 -2.53005
C -0.58602 -5.09349 2.08789
H -1.39684 3.91376 -2.53522
H 3.80492 1.00062 0.47310
C -2.17720 3.10120 0.73449
H 2.87042 2.50657 0.20627
H 5.16528 0.88035 -2.13875
H -2.50664 -7.61881 2.85236
N -0.95976 1.76750 -0.87138
O -0.87105 -1.55124 -0.22097
H 2.18464 -1.08509 -2.75984
C 0.82238 1.40780 2.34357
H 1.44455 0.32567 -3.56330
C 0.01942 3.87565 -0.13105
H 0.67748 3.94349 -1.00704
C -1.27137 3.15483 -0.49532
Cu 2.07709 -0.48317 1.44139
H -1.86255 -7.02346 4.38724
H -1.76597 0.02391 -1.82226
H -2.36626 4.12460 1.09204
H -3.71976 -5.22292 3.44930
N 0.88134 1.02125 1.18922
C -1.98021 3.92955 -1.60933
H 3.90058 3.01994 -2.59148
H -2.98225 3.53668 -1.80825
H -2.07942 4.97056 -1.27283
C 3.12955 1.28011 -1.59173
C 3.59665 1.81461 -0.24087
C -1.77675 -3.03724 1.71414
H -0.74988 -7.52754 3.09802
O 0.60589 1.99145 3.34926
H 0.55633 3.37549 0.68422
H 0.46752 -0.72661 -2.50072
C -0.62504 -3.80223 1.56994
Nb 0.16822 0.20670 -0.51369
C -2.84467 -4.83300 2.91909
O -1.40180 -0.40764 1.85778
H 2.18101 3.16228 -2.13597
C -1.69779 -5.62377 2.75662
S -1.92283 -1.44195 0.96579
H 0.31970 -5.69396 1.95672
C 4.20873 0.34170 -2.14371
H -1.91180 1.54883 -2.73706
N 1.85146 0.57738 -1.47293
H 4.30398 -0.55136 -1.51588
C -1.69883 -7.02298 3.30054
H -3.77644 -2.93069 2.51152
H -2.98003 1.21704 -1.32876
H 2.64675 2.15408 -3.53382
H -1.70071 2.52186 1.53604
H 3.99171 0.03500 -3.17219
H -3.12590 2.61552 0.48045
H -0.24090 4.89875 0.18614
C -1.96035 1.10978 -1.73091
H 4.53958 2.36007 -0.41260
H 0.23542 -3.39120 1.05121
C 1.46985 -0.26045 -2.63459

Computed properties:
Strongest force on any atom ... 5.32 eV/A
Highest occupied orbital energy ... -14.32 eV
Multiplicity ... 1
E ... -88838.783 eV
E_LUMO ... -8.853 eV
Energy relative to the best compared isomer or geometry (same formula, charge and spin) ... 0.989 eV
Total charge ... +2